The following is a DFT calculation (wB97M-V/def2-TZVPD) of C28H27N3SSiV as an isolated structure at a distorted geometry.

LUMO energy (spin up / spin down), eV: -0.3 / -0.1
Expectation value of S²: 3.79
Largest force on an atom, eV/Å: 5.18
Frontier orbital gap (spin up / spin down), eV: 4.91 / 6.58
M, g mol⁻¹: 516.6
DFT total energy, Ha: -2879.009807

Structure (ORCA input):
```
! wB97M-V def2-TZVPD RIJCOSX def2/J DEFGRID3
* xyz 0 4
V 0.500 1.311 1.309
S 4.040 0.178 -1.661
Si -0.494 -2.776 -2.067
N 2.292 0.956 0.072
N 1.353 3.315 1.028
N 2.894 4.563 0.022
C -0.799 -6.326 0.956
C -2.102 -2.684 -2.960
C 2.852 2.109 -0.475
C 2.797 6.587 1.446
C -0.620 -0.125 2.387
C 1.359 4.581 1.653
C -0.787 2.159 2.677
C -3.290 -2.424 -2.250
C 3.837 1.878 -1.418
C -1.410 -5.285 -1.154
C -4.539 -2.496 -4.333
C -4.504 -2.334 -2.942
C 0.868 5.026 2.888
C 2.294 7.021 2.678
C 0.414 1.700 3.342
C 2.310 5.374 0.989
C -1.405 1.030 2.081
C -1.560 -6.317 -0.220
C -0.532 -4.207 -0.899
C -3.349 -2.728 -5.035
C -2.126 -2.811 -4.357
C 2.329 3.330 0.077
C 0.281 -4.258 0.253
C 0.537 0.288 3.110
C 0.122 -5.295 1.181
C -0.425 0.227 -0.318
C 2.832 -0.154 -0.488
C 1.362 6.239 3.381
H -3.260 -2.300 -1.160
H -1.984 -5.317 -2.090
H -2.273 -7.120 -0.418
H 0.121 4.444 3.427
H 1.006 6.586 4.348
H 1.040 -3.486 0.408
H 2.636 7.961 3.110
H -2.281 1.076 1.451
H -5.493 -2.462 -4.864
H -1.185 -2.987 -4.894
H -0.922 -7.134 1.682
H -5.425 -2.154 -2.387
H 0.309 -0.542 -0.009
H -0.179 0.629 -1.303
H 0.727 -5.309 2.089
H 3.529 7.149 0.863
H -0.599 -1.439 -1.445
H 3.659 4.815 -0.592
H 4.396 2.664 -1.909
H -1.459 -0.123 -0.230
H 1.357 -0.342 3.444
H -0.849 -1.151 2.132
H -3.373 -2.857 -6.118
H 2.536 -1.173 -0.253
H 1.075 2.308 3.954
H 0.756 -2.545 -2.883
H -1.200 3.157 2.697
*
```

=====

The following is a DFT calculation (wB97M-V/def2-TZVPD) of C28H27N8O2SSeTi as an isolated structure at a distorted geometry.

LUMO energy (spin up / spin down), eV: 1.7 / 1.7
Largest force on an atom, eV/Å: 1.81
Frontier orbital gap (spin up / spin down), eV: 4.83 / 4.83
M, g mol⁻¹: 666.5
DFT total energy, Ha: -5320.995853

Structure (ORCA input):
```
! wB97M-V def2-TZVPD RIJCOSX def2/J DEFGRID3
* xyz -1 1
Se 1.794 0.761 -0.852
Ti -0.360 -0.520 0.338
S -0.115 -1.859 -1.914
O 0.085 1.210 1.344
O 2.857 0.990 4.475
N -0.929 -2.517 0.812
N 4.636 -1.933 -3.499
N 1.455 -0.129 2.573
N -1.755 0.271 -1.067
N 0.780 -1.087 1.859
N -1.472 0.434 -2.389
N -2.180 -0.080 1.494
N -0.048 -0.263 -4.018
C -0.112 -4.616 1.753
C -0.580 -0.461 -2.795
C 0.901 -2.385 2.227
C 4.176 -2.346 -2.318
C 1.743 2.237 2.730
C 3.229 3.305 4.308
C -1.489 1.108 -5.489
C -0.029 -3.193 1.613
C 2.607 2.150 3.835
C 3.012 4.522 3.688
C -2.271 -0.251 2.803
C -1.133 -5.295 1.182
C 3.400 0.092 -3.139
C -3.307 0.313 3.537
C -2.106 -4.573 0.428
C 3.336 -1.614 -1.504
C -2.842 0.817 -0.614
C -3.079 0.673 0.841
C -0.173 0.984 -4.739
C 1.546 3.471 2.119
C 2.912 -0.345 -1.906
C -4.151 1.271 1.503
C 2.171 4.613 2.585
C 4.238 -0.722 -3.878
C -3.852 1.512 -1.470
C 1.047 1.055 2.191
C -1.938 -3.234 0.259
C -4.256 1.084 2.872
H -4.865 1.875 0.965
H 0.895 3.506 1.256
H -2.325 1.006 -4.803
H 4.611 -0.375 -4.837
H 3.508 5.409 4.065
H -1.554 2.084 -5.968
H 2.402 0.276 3.957
H -4.864 1.215 -1.195
H 0.649 -5.121 2.335
H 1.627 -2.719 2.958
H 2.015 5.561 2.088
H 0.726 -0.869 -4.238
H -2.620 -2.661 -0.363
H -1.575 0.341 -6.257
H 0.661 1.018 -5.443
H 3.122 1.067 -3.519
H -3.664 1.273 -2.514
H -5.070 1.543 3.415
H -1.206 -6.369 1.291
H -1.492 -0.857 3.252
H 4.498 -3.333 -2.003
H -2.936 -5.074 -0.045
H 3.887 3.217 5.162
H -3.782 2.596 -1.353
H -0.048 1.812 -4.034
H -3.351 0.154 4.605
H 3.002 -2.025 -0.557
*
```

=====

The following is a DFT calculation (wB97M-V/def2-TZVPD) of C28H28AlN2Si as an isolated structure at a distorted geometry.

LUMO energy, eV: -4.7
Largest force on an atom, eV/Å: 2.19
Frontier orbital gap, eV: 5.28
M, g mol⁻¹: 447.6
DFT total energy, Ha: -1724.963870

Structure (ORCA input):
```
! wB97M-V def2-TZVPD RIJCOSX def2/J DEFGRID3
* xyz 1 1
Si -0.365 -1.730 0.385
Al 0.667 1.289 0.642
N 1.363 2.544 -0.860
N -0.637 2.753 0.714
C -1.262 4.986 -0.002
C 1.285 -5.596 -0.430
C 0.689 3.739 -0.975
C -2.368 -3.398 1.963
C 1.671 2.647 2.730
C -2.706 -3.018 -0.421
C 1.102 4.727 -1.869
C -0.438 3.863 -0.081
C 2.812 1.110 1.433
C 2.244 4.512 -2.625
C 0.715 -3.201 -0.147
C -2.552 3.849 1.655
C -3.512 -4.208 1.995
C 1.824 0.399 2.214
C 2.901 3.287 -2.528
C 2.876 -3.885 -1.090
C -3.852 -3.826 -0.375
C 2.002 -2.893 -0.645
C -4.256 -4.412 0.824
C -1.728 2.738 1.519
C 2.704 2.490 1.799
C -2.302 5.002 0.913
C 1.031 1.387 2.900
C -1.956 -2.767 0.753
C 2.519 -5.232 -0.986
C 0.408 -4.580 0.008
C -1.367 -0.265 -3.397
C 2.431 2.310 -1.654
H -5.209 -4.948 0.874
H 3.419 3.278 1.511
H 0.089 -1.861 1.791
H 3.840 -3.615 -1.529
H -1.819 -0.599 -4.281
H -2.055 -0.347 -2.550
H 0.305 1.159 3.662
H 3.666 0.656 0.927
H -1.896 1.800 2.052
H -0.513 -4.911 0.514
H 2.906 1.330 -1.564
H -1.031 5.842 -0.638
H 1.808 -0.662 2.402
H 1.418 3.566 3.251
H -2.398 -2.603 -1.386
H -1.787 -3.260 2.878
H 2.334 -1.857 -0.644
H -1.106 0.790 -3.507
H 1.003 -6.664 -0.354
H 3.783 3.063 -3.135
H -4.447 -3.952 -1.293
H 2.616 5.295 -3.269
H -2.896 5.904 1.057
H -3.377 3.801 2.359
H -3.859 -4.638 2.944
H 3.193 -6.009 -1.346
H 0.529 5.654 -1.915
H -0.462 -0.832 -3.167
*
```

=====

The following is a DFT calculation (wB97M-V/def2-TZVPD) of C28H28AsN10O8STi as an isolated structure at a distorted geometry.

LUMO energy (spin up / spin down), eV: 2.6 / 2.0
Expectation value of S²: 2.03
Largest force on an atom, eV/Å: 1.01
Frontier orbital gap (spin up / spin down), eV: 5.85 / 7.10
M, g mol⁻¹: 787.5
DFT total energy, Ha: -5716.866715

Structure (ORCA input):
```
! wB97M-V def2-TZVPD RIJCOSX def2/J DEFGRID3
* xyz -1 3
As -1.360 -1.030 3.437
Ti 0.135 -0.133 0.703
S -2.643 1.712 1.618
O -1.798 0.530 1.290
O -1.340 -2.467 -0.515
O 0.066 -0.727 2.571
O -2.600 -1.794 2.434
O -1.978 2.963 1.297
O -1.158 -2.055 4.687
O -0.067 2.626 -0.747
O -3.978 1.582 1.092
N -0.581 1.222 -5.004
N 1.236 0.207 -3.165
N 2.447 -1.081 -0.776
N 0.097 -4.297 -0.012
N 0.777 -2.071 0.442
N 1.098 1.599 1.706
N 1.991 -0.043 -0.016
N -0.361 1.247 -0.812
N -1.073 -1.114 -0.659
N 0.110 3.381 -4.514
C -3.410 2.757 5.409
C 1.031 -4.437 -1.023
C 1.148 1.496 -3.397
C -3.350 2.720 4.027
C 1.685 -2.122 -0.564
C -2.867 1.717 6.156
C 2.268 1.961 1.098
C 0.210 2.018 -4.300
C 1.858 -3.352 -1.337
C 0.647 2.368 2.700
C -1.481 0.966 -1.483
C -3.066 -0.942 -2.144
C 2.166 -5.766 -2.682
C 1.205 -5.651 -1.694
C 2.950 3.129 1.468
C -2.278 0.634 5.522
C -2.213 0.582 4.133
C -0.466 -0.090 -4.772
C 2.448 3.914 2.474
C -2.312 1.997 -2.180
C 0.413 -0.601 -3.839
C -1.861 -0.399 -1.448
C 2.744 1.028 0.150
C 2.965 -4.677 -3.021
C 2.809 -3.480 -2.345
C -2.746 1.639 3.393
C 1.269 3.520 3.120
C -0.283 -2.998 0.424
H -3.083 -2.025 -2.057
H 1.806 2.152 -2.834
H -0.765 -3.076 1.390
H -3.876 3.598 5.907
H -0.250 2.037 3.198
H -3.750 3.525 3.421
H 3.418 -2.614 -2.574
H 0.848 4.100 3.929
H 3.702 -4.769 -3.808
H -0.656 2.961 -0.045
H -3.070 -0.669 -3.202
H 0.474 -1.662 -3.619
H -1.113 -0.739 -5.354
H -1.862 -0.197 6.078
H -0.738 3.667 -4.972
H 0.577 -6.496 -1.427
H -2.734 -1.283 1.623
H 0.398 3.964 -3.746
H 3.683 1.140 -0.376
H -1.727 2.896 -2.348
H 2.965 4.814 2.780
H 2.291 -6.712 -3.195
H 3.873 3.381 0.961
H -3.177 2.255 -1.561
H -3.976 -0.543 -1.686
H -2.906 1.752 7.238
H -0.603 -5.012 0.080
H -2.671 1.616 -3.138
*
```

=====

The following is a DFT calculation (wB97M-V/def2-TZVPD) of C28H28AuN4PS as an isolated structure.

LUMO energy, eV: 0.4
Largest force on an atom, eV/Å: 0.62
Frontier orbital gap, eV: 7.39
M, g mol⁻¹: 680.6
DFT total energy, Ha: -2178.062055

Structure (ORCA input):
```
! wB97M-V def2-TZVPD RIJCOSX def2/J DEFGRID3
* xyz 0 1
Au 0.408 0.540 0.163
S 0.047 2.612 -1.168
P 2.037 0.319 1.744
N -0.735 -2.038 0.376
N -2.253 1.178 -1.744
N -1.690 0.144 -1.043
N -2.054 3.254 -2.596
C 2.405 -0.556 4.409
C -2.416 -0.911 -0.967
C -2.456 -3.383 -0.565
C -3.801 -1.011 -1.537
C -3.369 3.195 -3.200
C -0.270 -1.205 4.743
C 3.460 -0.695 1.223
C 1.515 -0.378 3.348
C -0.737 -4.397 0.745
C 2.798 1.908 2.203
C -0.200 -3.129 0.904
C 4.736 -2.741 1.248
C -4.497 3.481 -2.222
C 0.177 -0.703 3.526
C 2.577 4.284 2.510
C -1.514 2.266 -1.840
C 4.288 -0.211 0.211
C -1.844 -2.148 -0.350
C 5.333 -0.981 -0.270
C 3.690 -1.966 1.735
C 0.622 -1.383 5.787
C 1.964 -1.059 5.619
C -1.892 -4.519 -0.008
C 2.049 3.073 2.085
C 4.091 1.975 2.719
C 5.559 -2.251 0.248
C 4.621 3.185 3.135
C 3.857 4.342 3.039
H -0.262 -5.255 1.198
H -2.350 -5.486 -0.166
H 2.663 -1.194 6.434
H 0.275 -1.771 6.736
H 1.987 5.185 2.417
H 4.701 1.081 2.776
H -4.531 2.727 -1.438
H 3.451 -0.303 4.290
H 4.114 0.774 -0.207
H 1.061 3.040 1.640
H 4.268 5.288 3.364
H 5.968 -0.590 -1.053
H -1.522 4.105 -2.653
H 6.373 -2.854 -0.131
H -1.315 -1.452 4.869
H 3.059 -2.360 2.522
H 5.628 3.225 3.527
H -4.360 4.456 -1.751
H -3.348 -3.458 -1.165
H -5.458 3.488 -2.740
H -4.451 -1.582 -0.873
H 0.703 -2.982 1.488
H -3.788 -1.523 -2.503
H 4.905 -3.728 1.658
H -3.376 3.928 -4.010
H -0.515 -0.568 2.703
H -3.496 2.210 -3.652
H -4.217 -0.022 -1.694
*
```

=====

The following is a DFT calculation (wB97M-V/def2-TZVPD) of C28H28BrCl3MgN8OS6 as an isolated structure.

LUMO energy, eV: -0.1
Largest force on an atom, eV/Å: 0.15
Frontier orbital gap, eV: 5.75
M, g mol⁻¹: 895.6
DFT total energy, Ha: -8141.069225

Structure (ORCA input):
```
! wB97M-V def2-TZVPD RIJCOSX def2/J DEFGRID3
* xyz 0 1
Br -0.978 5.848 3.061
Cl -3.581 -1.421 -1.932
Cl 5.972 -1.875 -3.430
Cl 2.426 -5.893 -3.683
S -6.863 2.719 0.039
S -5.046 0.700 1.266
S -2.533 -0.842 1.718
S -4.570 -4.198 -1.523
S -4.045 2.333 -0.849
S -1.291 1.194 -0.888
Mg -0.356 0.242 1.137
O -0.585 -2.653 -3.419
N -0.296 2.530 4.909
N 0.583 -1.562 0.423
N 0.468 -3.414 -0.747
N 1.435 2.286 3.389
N 1.635 1.091 1.384
N 3.314 2.579 2.124
N 1.262 4.174 0.061
N -0.673 1.515 2.825
C 1.863 5.232 -0.478
C -3.572 -3.077 -2.350
C -1.793 -2.923 -4.129
C -1.676 2.297 5.311
C -3.374 0.407 0.821
C 0.402 4.386 1.057
C -0.138 -2.256 -0.433
C -2.901 1.181 -0.184
C 1.655 -3.462 -0.047
C 0.784 6.756 1.006
C 2.736 -4.186 -3.500
C -2.809 -3.666 -3.317
C 2.094 1.941 2.219
C 1.709 -2.311 0.674
C -3.060 -5.067 -3.388
C -5.407 1.947 0.133
C 0.091 2.078 3.687
C 4.056 -3.767 -3.544
C -3.974 -5.492 -2.474
C 1.992 -1.950 -3.171
C 0.169 5.654 1.568
C 1.646 6.536 -0.056
C 1.683 -3.300 -3.314
C 4.323 -2.419 -3.389
C 3.302 -1.503 -3.205
C 0.251 -3.764 -3.178
C 0.511 3.463 5.677
C 0.026 -4.344 -1.769
H 2.549 5.028 -1.293
H -1.562 -3.478 -5.045
H 2.332 -4.294 -0.135
H 3.530 -0.452 -3.094
H -1.949 1.254 5.150
H -2.575 -5.725 -4.097
H -2.376 2.935 4.762
H 3.307 3.551 2.397
H -1.084 -1.941 -0.844
H -1.029 -4.565 -1.622
H 2.150 7.361 -0.541
H 4.854 -4.478 -3.696
H -1.642 1.441 3.111
H 3.786 2.435 1.246
H -2.174 -1.941 -4.403
H 0.597 7.751 1.386
H 0.050 -4.562 -3.903
H 2.477 -1.974 1.350
H 1.344 2.970 6.188
H 2.021 2.668 4.110
H -0.117 3.916 6.439
H 1.183 -1.246 -3.030
H 0.887 4.278 5.054
H -0.114 3.525 1.469
H 0.593 -5.266 -1.653
H -4.344 -6.492 -2.320
H 2.208 1.047 0.548
H -1.769 2.506 6.373
*
```